16
Properties=species:S:1:pos:R:3 method="wB97M-V/def2-TZVPD" e_homo_ha=-0.36028 mol_weight_g_mol=99.13 energy_ha=-325.8670 smiles="[H]/N=C1/CCCCO1" e_lumo_ev=0.838 de_lowest_kcal_mol=44.3
H 2.3214 1.5706 0.7906
N 2.2712 0.5492 0.7814
C 1.3583 0.3174 -0.0502
C 0.9078 -1.0798 -0.2781
C -0.4872 -1.2361 0.2851
C -1.2933 -0.0226 0.0088
C -0.7188 1.3167 -0.2559
O 0.7296 1.3770 -0.6128
H 0.9214 -1.2599 -1.3526
H 1.5948 -1.7636 0.2199
H -0.5058 -1.3953 1.3655
H -1.0531 -2.0513 -0.1646
H -1.8259 -0.0938 -0.9460
H -2.0470 0.1023 0.7864
H -1.0117 1.9569 0.5844
H -1.1618 1.7123 -1.1619



16
Properties=species:S:1:pos:R:3 method="wB97M-V/def2-TZVPD" e_homo_ha=-0.31262 mol_weight_g_mol=99.13 energy_ha=-325.9019 smiles="C/C=C/NC(C)=O" e_lumo_ev=0.962 de_lowest_kcal_mol=22.4
C -1.9622 1.8105 0.8612
C -1.0741 0.6341 1.0994
C -0.0669 0.3045 0.2672
N 0.7934 -0.7000 0.6363
C 1.2644 -1.5608 -0.3293
C 1.5565 -1.0789 -1.7235
O 1.5596 -2.7108 0.0340
H -1.7098 2.3429 -0.0609
H -1.8810 2.5236 1.6866
H -2.9999 1.4693 0.7911
H -1.1597 0.1735 2.0806
H 0.1204 0.8641 -0.6437
H 0.6742 -1.1389 1.5443
H 1.9355 -1.9116 -2.3243
H 2.3067 -0.2853 -1.7042
H 0.6428 -0.7361 -2.2148



16
Properties=species:S:1:pos:R:3 method="wB97M-V/def2-TZVPD" e_homo_ha=-0.31196 mol_weight_g_mol=99.13 energy_ha=-325.7310 e_lumo_ev=0.743 de_lowest_kcal_mol=129.6
C 1.6588 -0.0764 0.8985
C 0.7891 0.0097 -0.3418
N 0.3567 -1.2842 -0.9417
C -1.2338 1.0965 1.0727
C -0.6793 0.3812 -0.0936
O -1.2329 1.6242 -0.6335
C -1.0757 -0.9082 -0.8132
H 2.5933 -0.6015 0.6724
H 1.9049 0.9224 1.2732
H 1.1432 -0.6110 1.7061
H 1.2713 0.6467 -1.1021
H 0.5918 -2.0615 -0.3286
H -2.2937 0.7802 1.1236
H -0.5532 2.3129 -0.5667
H -1.5622 -0.7460 -1.7847
H -1.6918 -1.5880 -0.2117



16
Properties=species:S:1:pos:R:3 method="wB97M-V/def2-TZVPD" e_homo_ha=-0.28721 mol_weight_g_mol=99.13 energy_ha=-325.8018 smiles="C[C@@H](C=C=N)CO" e_lumo_ev=0.496 de_lowest_kcal_mol=85.2
C -1.4658 0.8582 0.7212
C -0.1944 0.6024 -0.0877
C 1.0255 0.6407 0.7794
C 1.8488 -0.3582 0.9470
N 2.6864 -1.1834 0.9774
C -0.3725 -0.8036 -0.8704
O -0.9640 -0.5541 -2.1388
H -1.4434 1.8544 1.1782
H -1.5848 0.1179 1.5197
H -2.3528 0.8013 0.0811
H -0.1011 1.4081 -0.8272
H 1.2653 1.5803 1.2708
H 2.4027 -2.0531 0.5128
H 0.5751 -1.3161 -1.0519
H -1.0312 -1.4871 -0.3266
H -0.2939 -0.1077 -2.6850



16
Properties=species:S:1:pos:R:3 method="wB97M-V/def2-TZVPD" e_homo_ha=-0.33210 mol_weight_g_mol=99.13 energy_ha=-325.8053 smiles=C[C@H]1N[C@H]1[C@H]1CO1 e_lumo_ev=1.135 de_lowest_kcal_mol=83.0
C 1.1211 1.8159 0.6333
C 1.0697 0.3156 0.8671
N -0.3019 -0.0499 1.2786
C 0.3353 -0.8422 0.2580
C -0.2845 -0.9750 -1.0868
C -1.7200 -1.2453 -1.1731
O -1.1892 0.0477 -1.4683
H 2.0987 2.1519 0.9694
H 0.3872 2.2749 1.3300
H 0.8589 2.1714 -0.3659
H 1.8993 -0.0544 1.4809
H -0.8406 0.6289 0.7226
H 0.6072 -1.7975 0.7092
H 0.3761 -1.3391 -1.8737
H -2.1089 -1.7996 -2.0253
H -2.3084 -1.3035 -0.2559



16
Properties=species:S:1:pos:R:3 method="wB97M-V/def2-TZVPD" e_homo_ha="-0.36066 / -0.36227" mol_weight_g_mol=99.13 energy_ha=-325.7064 e_lumo_ev="-1.034 / -1.038" de_lowest_kcal_mol=145.1
C 2.8285 0.3797 0.1940
O 1.4763 0.7371 0.3262
C 0.6298 -0.3782 0.3628
C -0.7838 0.1769 0.4922
C -2.6648 0.6655 -1.8649
C -1.7996 -0.8805 0.5128
N -2.6040 -1.7119 0.5004
H 3.4059 1.3063 0.1686
H 3.0060 -0.1818 -0.7357
H 3.1648 -0.2331 1.0443
H 0.8718 -1.0346 1.2146
H 0.7209 -0.9782 -0.5575
H -0.8679 0.7778 1.4022
H -3.6228 0.8027 -1.3180
H -0.9888 0.8314 -0.3661
H -2.8006 -0.3370 -2.3234